Entry from the Open Molecules 2025 dataset: an isolated molecule of C24H35N7 (the ωB97M-V functional and the def2-TZVPD basis).

* HOMO-LUMO gap: 8.1 eV
* energy above the lowest of the compared OMol25 structures with the same formula, charge and spin: 0.000 eV
* LUMO energy: 0.70 eV
* HOMO: -7.44 eV
* energy: -35889.097 eV

```
66
C24H35N7 (the ωB97M-V functional and the def2-TZVPD basis)
C -4.274 0.267 -2.258
H -4.385 1.340 -2.125
H -4.445 0.033 -3.305
H -5.035 -0.238 -1.666
C -2.862 -0.187 -1.861
N -2.487 -0.012 -0.471
C -3.151 -0.937 0.432
H -4.195 -1.126 0.133
C -2.415 -2.281 0.495
C -1.029 -2.188 1.132
H -0.514 -3.145 1.007
H -0.468 -1.409 0.617
C -1.012 -1.835 2.627
N 0.343 -1.963 3.140
C 1.288 -0.999 3.050
N 1.207 -0.115 2.057
C 2.138 0.838 2.029
C 3.132 0.918 3.013
C 3.165 -0.095 3.957
N 2.251 -1.057 3.975
C 4.230 -0.151 5.008
H 4.060 -1.008 5.652
H 4.218 0.760 5.604
H 5.210 -0.239 4.542
H 3.863 1.710 3.007
N 2.101 1.771 1.031
C 1.497 1.672 -0.220
C 1.220 0.457 -0.805
C 0.671 0.388 -2.093
C 0.404 1.590 -2.801
N -0.101 1.618 -4.050
C -0.341 0.481 -4.655
C -0.115 -0.766 -4.053
C 0.376 -0.839 -2.764
N 0.631 -2.047 -2.176
H 0.676 -2.075 -1.171
H 0.214 -2.854 -2.611
H -0.342 -1.671 -4.598
C -0.897 0.550 -6.045
H -0.233 0.043 -6.743
H -1.870 0.061 -6.087
H -1.005 1.589 -6.341
C 0.694 2.822 -2.178
C 1.231 2.863 -0.925
H 1.463 3.811 -0.458
H 0.488 3.725 -2.730
H 1.462 -0.440 -0.259
H 2.648 2.604 1.191
H 0.473 -2.568 3.937
H -1.318 -0.789 2.739
C -1.921 -2.726 3.466
H -2.964 -2.554 3.216
H -1.790 -2.505 4.523
H -1.687 -3.775 3.296
H -2.295 -2.660 -0.522
H -3.034 -3.000 1.033
H -3.177 -0.500 1.428
C -2.510 1.380 -0.057
C -1.691 1.633 1.206
H -2.239 1.353 2.104
H -0.762 1.072 1.170
H -1.459 2.693 1.279
H -3.537 1.755 0.098
H -2.063 1.950 -0.876
H -2.752 -1.248 -2.103
H -2.142 0.368 -2.466
```

Entry from the Open Molecules 2025 dataset: a structure of composition C5H9N3 (the ωB97M-V functional and the def2-TZVPD basis).

* HOMO-LUMO gap: 9.0 eV
* energy above the lowest of the compared OMol25 structures with the same formula, charge and spin: 7.826 eV
* LUMO energy: 0.80 eV
* HOMO: -8.20 eV
* energy: -9793.641 eV

```
17
C5H9N3 (the ωB97M-V functional and the def2-TZVPD basis)
C -0.487 0.374 1.734
C -1.645 0.963 0.731
C -0.465 0.558 -0.283
C 0.557 -0.157 -2.004
C 0.003 -0.438 0.585
H 0.543 1.164 2.113
H -0.674 -0.160 2.622
H -2.341 0.140 0.419
H -2.091 1.992 0.797
H 0.326 1.488 -0.663
H 0.736 -0.536 -3.028
H 2.514 -0.645 -1.238
H 1.554 -2.036 0.263
H -0.733 -1.287 0.520
N -0.818 -0.013 -1.737
N 1.510 -0.565 -1.207
N 1.511 -0.840 0.377
```